The following is a DFT calculation (ωB97M-V/def2-TZVPD) of a molecular structure, C3H6O3Pr at a distorted geometry.

Its multiplicity is 4. Its expectation value of S² is 3.77. The calculation puts the HOMO energy (alpha / beta) at -4.7 / -4.4 eV. The value obtained for the gap between HOMO and LUMO (alpha / beta) is 2.263 / 1.965 eV. The value obtained for the LUMO energy (alpha / beta) is -2.418 / -2.432 eV.

```
13
Properties=species:S:1:pos:R:3:lowdin_charge:R:1
Pr 3.04 1.02 -0.16 1.484
O 1.77 2.75 0.05 -0.387
O 0.61 0.37 -0.14 -0.353
O -1.79 -4.13 0.49 -0.660
C -0.21 1.51 -0.11 -0.124
C -0.07 -0.90 0.03 -0.023
C 0.45 2.67 0.02 -0.274
H 0.70 -1.68 -0.03 0.093
H -0.13 3.60 0.09 0.125
H -1.73 -4.63 -0.33 -0.235
H -0.81 -1.03 -0.77 0.106
H -0.55 -0.92 1.02 0.111
H -1.29 1.37 -0.18 0.137
```